25
Properties=species:S:1:pos:R:3:forces:R:3 method="wB97M-V/def2-TZVPD" mol_weight_g_mol=128.2 e_above_lowest_kj_mol=266.02 homo_ha=-0.2946 smiles="C=C(C)C[C@@H](N)[C@H](C)N" orbital_gap_ev=9.0 total_energy_ha=-385.73927
C -2.815 -0.195 1.172 0.39 -0.49 -0.17
C -2.101 -0.423 0.067 2.23 -0.23 1.11
C -2.729 -0.584 -1.282 0.13 -0.42 -0.09
C -0.345 -0.512 0.153 -5.94 0.36 -0.36
C 0.130 0.772 -0.388 4.80 -1.27 0.77
N -0.120 1.924 0.386 -0.56 0.10 0.59
C 1.964 0.359 -0.118 -0.94 1.60 -0.65
C 2.584 -0.917 -0.661 -0.52 -0.27 -0.24
N 2.245 0.564 1.306 -0.24 -0.20 -0.09
H -2.339 0.023 2.125 0.00 -0.18 -0.09
H -3.897 -0.319 1.199 0.13 0.41 -0.21
H -2.566 0.303 -1.903 0.04 -0.08 0.05
H -3.812 -0.757 -1.220 0.22 0.15 0.12
H -2.298 -1.445 -1.805 0.00 0.11 -0.09
H -0.124 -0.680 1.205 0.14 0.04 -0.07
H -0.137 -1.377 -0.471 0.40 0.11 0.05
H -0.062 0.914 -1.451 0.20 -0.03 0.09
H 0.405 2.738 0.084 -0.04 -0.22 -0.09
H 0.126 1.742 1.364 -0.05 0.18 -0.51
H 2.403 1.207 -0.653 0.11 -0.02 0.11
H 2.351 -1.038 -1.724 0.06 -0.06 0.03
H 3.678 -0.925 -0.550 -0.23 0.20 -0.01
H 2.220 -1.807 -0.136 -0.07 0.08 -0.03
H 3.242 0.706 1.466 -0.31 0.06 -0.13
H 1.999 -0.271 1.835 0.05 0.08 -0.08